85
Properties=species:S:1:pos:R:3 method="wB97M-V/def2-TZVPD" spin_multiplicity=1 homo_lumo_gap_ev=6.958
Sr -1.186 -0.263 -0.123
S -2.417 -2.263 0.862
S -2.827 -0.703 -2.045
P -3.575 -1.165 -0.291
P 0.107 3.901 0.383
P 2.547 -0.348 -0.555
O -5.067 -1.765 -0.370
O -3.923 0.280 0.345
N 0.547 0.806 1.381
C 1.114 7.730 1.316
C -1.222 3.812 -0.887
C 2.136 -1.058 1.132
C -3.192 4.510 -2.087
C -0.683 2.899 1.774
C 6.242 0.726 0.930
C 5.230 -0.006 0.329
C 3.815 1.937 0.357
C 4.388 -1.547 -2.317
C -2.278 4.700 -1.058
C -4.082 -0.061 2.809
C -3.050 3.443 -2.965
C -0.022 5.610 1.045
C 1.591 0.100 1.924
C -1.088 6.106 1.796
C -5.539 -4.029 0.480
C 2.047 0.729 3.064
C -4.603 0.654 1.573
C -1.985 2.567 -2.817
C 2.732 -3.017 -1.393
C 4.926 -2.606 -3.033
C 4.009 0.598 0.031
C 0.301 1.858 2.222
C 1.078 6.436 0.817
C 3.271 -4.075 -2.108
C -4.744 -3.754 -1.878
C -1.073 2.752 -1.788
C 6.041 2.062 1.254
C -5.511 -3.107 -0.733
C 4.383 -3.877 -2.913
C 4.826 2.663 0.966
C 3.308 -1.748 -1.457
C 0.051 8.209 2.067
C -1.049 7.396 2.303
C -6.109 0.489 1.421
C 1.223 1.866 3.254
H -5.965 -3.527 1.350
H 1.292 2.584 4.059
H 2.856 0.407 3.704
H 6.829 2.625 1.736
H 2.825 -5.059 -2.034
H -1.851 1.748 -3.513
H 5.778 -2.439 -3.681
H -1.555 2.397 1.340
H -1.951 5.481 1.991
H -4.259 -1.132 2.738
H -0.217 2.088 -1.679
H -0.972 3.559 2.587
H -4.735 -3.123 -2.763
H -4.608 0.311 3.689
H 1.361 -1.826 1.011
H -3.716 -3.961 -1.582
H -4.370 1.717 1.666
H -6.151 -4.902 0.245
H 4.821 -4.707 -3.453
H 7.187 0.250 1.161
H -6.412 0.708 0.397
H 4.813 -0.556 -2.419
H -3.013 0.111 2.954
H 4.661 3.700 1.235
H -2.390 5.547 -0.394
H -6.620 1.181 2.090
H -3.764 3.300 -3.765
H -4.541 -4.378 0.730
H -6.419 -0.528 1.661
H -5.219 -4.703 -2.132
H 1.853 -3.166 -0.775
H 5.391 -1.053 0.105
H 3.034 -1.475 1.584
H 2.854 2.385 0.148
H 1.916 6.046 0.251
H 1.974 8.360 1.130
H -4.021 5.196 -2.209
H -1.877 7.768 2.895
H -6.538 -2.936 -1.060
H 0.081 9.210 2.476